{"formula": "C20H29N3O", "method": "the ωB97M-V functional and the def2-TZVPD basis", "species": ["C", "C", "C", "C", "N", "C", "C", "C", "O", "C", "C", "C", "C", "C", "C", "N", "C", "N", "C", "C", "C", "C", "C", "C", "H", "H", "H", "H", "H", "H", "H", "H", "H", "H", "H", "H", "H", "H", "H", "H", "H", "H", "H", "H", "H", "H", "H", "H", "H", "H", "H", "H", "H"], "xyz": [[-2.54195, -3.74312, -0.80910], [-2.33072, -3.09214, 0.49335], [-1.81255, -1.91463, 0.67171], [-0.24042, -2.16066, 0.34175], [0.39112, -0.52076, 0.47838], [1.57115, -0.42974, 0.35402], [2.68576, -1.37358, 0.19453], [4.00273, -0.84712, -0.13140], [4.76202, -2.05029, -0.14596], [6.17257, -1.87157, -0.35589], [4.31461, 0.34281, -0.29894], [3.38237, 1.39903, -0.05242], [3.60640, 2.61117, -0.19104], [2.57155, 3.57770, -0.07797], [1.33992, 3.36786, 0.13284], [1.03015, 1.90224, 0.02583], [1.99413, 1.01403, 0.39304], [-2.33044, -0.89269, -0.06516], [-3.44919, 0.04131, 0.06487], [-3.16192, 1.40424, -0.35884], [-4.41066, 2.54781, 0.10888], [-5.78726, 1.89488, -0.51525], [-5.86728, 0.19051, -0.02628], [-4.71645, -0.43769, -0.31778], [-3.00215, -3.08199, -1.54314], [-1.58408, -3.85682, -1.37876], [-2.92275, -4.63833, -0.97422], [-1.90704, -3.93023, 1.12840], [-3.47066, -3.24287, 0.77607], [-1.77553, -1.44896, 1.64329], [0.05811, -2.62169, 1.09941], [-0.06361, -2.30819, -0.72288], [-0.25422, 0.18749, 0.26638], [2.57018, -2.53530, 0.22898], [6.53819, -1.08465, 0.36988], [6.87450, -2.76314, -0.43983], [6.46756, -1.30546, -1.28207], [5.22784, 0.75436, -0.08492], [4.73073, 2.98703, -0.15250], [2.67087, 4.83414, -0.05671], [0.44450, 3.89561, 0.17157], [-2.31793, -1.03447, -1.32206], [-3.42276, 0.20804, 1.01393], [-3.15055, 1.54675, -1.38411], [-2.31436, 1.88512, 0.19905], [-4.24498, 3.35538, -0.38221], [-4.49045, 2.49801, 1.33682], [-5.58255, 1.91073, -1.56966], [-6.53281, 2.48113, 0.04473], [-6.79788, -0.18612, -0.24220], [-5.98255, 0.32233, 1.25900], [-4.71722, -0.58115, -1.57555], [-4.97142, -1.57232, 0.13936]], "forces_ev_per_a": [[4.4, 4.5, -4.0], [-8.1, -12.5, 2.2], [6.0, 6.7, 0.7], [-3.7, 10.2, -5.5], [-10.2, -8.1, 1.3], [12.7, 1.1, -0.9], [-3.0, 0.6, 0.2], [-3.3, -10.2, 1.7], [2.0, 1.2, -0.8], [1.5, 2.1, -0.4], [1.5, 6.6, 0.3], [-4.1, -8.9, 2.0], [4.1, 9.7, 0.0], [4.6, 7.0, 0.3], [-3.8, -8.1, -1.1], [0.4, 0.9, 3.8], [-0.1, 2.4, -5.3], [-0.7, 3.4, -9.7], [2.9, -1.2, -1.0], [-1.0, 4.8, 2.2], [-1.5, -10.4, 3.9], [2.4, -1.9, 3.6], [-3.5, 9.4, 5.7], [0.4, -8.5, -5.1], [-0.7, 0.2, 0.2], [0.0, 0.0, 0.5], [-2.3, -4.1, 0.6], [0.1, 1.1, -0.2], [1.7, 1.2, 0.7], [-0.2, -0.7, 1.2], [3.6, -4.4, 5.7], [0.3, -0.9, 0.5], [-1.0, 1.2, -0.2], [0.1, 2.5, -0.2], [0.0, -1.4, 0.0], [-1.7, 0.6, 0.8], [-1.1, -0.6, 0.1], [3.0, 0.2, -0.5], [-2.4, -0.6, -0.9], [1.0, -3.4, -0.3], [-0.8, 1.4, 0.0], [0.4, 0.0, 4.9], [-0.6, 0.5, 6.7], [0.6, 0.2, -2.2], [-0.2, -1.0, -1.0], [1.4, 5.7, -2.4], [0.3, 0.8, -3.3], [-1.0, 0.4, -0.6], [-0.5, -0.4, -1.4], [-1.8, -1.1, -1.2], [0.4, -0.3, -3.3], [0.2, 0.0, 2.9], [1.4, 2.4, -1.4]], "relative_energy_kcal_mol": 416.7, "fmax_ev_per_a": 15.09, "spin_multiplicity": 1, "e_tot_ev": -27712.1801, "e_homo_ev": -6.93, "molar_mass_g_mol": 327.5}

---

{"formula": "C9H21FIO2P2Pt", "method": "the ωB97M-V functional and the def2-TZVPD basis", "species": ["C", "C", "H", "H", "H", "O", "I", "Pt", "P", "C", "C", "H", "H", "H", "H", "H", "H", "C", "H", "H", "H", "P", "C", "C", "H", "H", "H", "C", "H", "H", "H", "H", "H", "H", "C", "O", "F"], "xyz": [[-0.00036, 0.00753, -6.54461], [0.00624, 0.72543, -5.22401], [0.00314, 0.73943, -7.35641], [-0.88616, -0.63147, -6.59841], [0.87764, -0.64197, -6.60081], [0.01754, 1.89393, -5.02261], [-0.00736, -0.72167, -3.51311], [0.00004, 0.02843, 1.32919], [2.31184, -0.11667, 1.24979], [3.27744, 1.18623, 2.10269], [2.97564, -1.67057, 1.95699], [4.06104, -1.73427, 1.82279], [4.07724, -0.26457, -0.44321], [2.48514, -2.50777, 1.45399], [2.50204, -0.90327, -1.01631], [3.01294, 1.19733, 3.16359], [2.73414, -1.71307, 3.02239], [2.99314, -0.10727, -0.45061], [4.35324, 1.01083, 1.99749], [2.76424, 0.85073, -0.92481], [3.02484, 2.16133, 1.67739], [-2.31426, -0.07357, 1.25279], [-3.25446, 1.24853, 2.10439], [-2.99716, -0.05477, -0.44681], [-2.53296, -2.46067, 1.46049], [-4.09266, -1.65657, 1.83209], [-2.76276, -1.65937, 3.02859], [-3.00606, -1.61357, 1.96369], [-2.51976, -0.85917, -1.01201], [-4.08376, -0.19427, -0.43801], [-4.33336, 1.09463, 1.99869], [-2.98226, 2.21833, 1.67889], [-2.75316, 0.89903, -0.92231], [-2.99046, 1.25493, 3.16549], [0.01534, 1.55473, 2.32149], [0.02544, 2.53623, 2.95919], [-0.00146, -1.02317, 2.97199]], "forces_ev_per_a": [[0.0, -0.4, 0.4], [0.0, 4.0, -2.9], [0.0, 0.0, 0.2], [-0.1, 0.1, 0.0], [0.1, 0.1, 0.0], [0.0, -3.4, 1.0], [0.0, -0.4, 0.9], [0.0, -2.8, -0.9], [4.7, -0.5, -1.1], [-1.3, 0.4, 0.2], [-1.3, -0.2, 0.3], [-0.1, 0.4, -0.2], [-0.1, 0.0, 0.2], [0.2, -0.1, 0.1], [0.2, 0.0, 0.0], [0.1, 0.0, 0.0], [0.0, 0.0, -0.1], [-0.9, 0.2, 0.0], [-0.2, -0.3, -0.2], [0.1, 0.0, 0.0], [0.2, 0.0, 0.0], [-4.7, -0.4, -1.1], [1.3, 0.4, 0.2], [0.9, 0.2, 0.0], [-0.2, -0.1, 0.1], [0.1, 0.4, -0.2], [0.0, 0.0, -0.1], [1.3, -0.2, 0.3], [-0.2, 0.0, 0.0], [0.1, 0.0, 0.2], [0.2, -0.3, -0.2], [-0.2, 0.0, 0.0], [-0.1, 0.0, 0.0], [-0.1, 0.0, 0.0], [0.1, 8.5, 5.1], [0.0, -4.5, -2.9], [0.0, -0.8, 0.8]], "charge": 3, "relative_energy_kcal_mol": 0.0, "fmax_ev_per_a": 9.91, "spin_multiplicity": 5, "e_tot_ev": -46377.5222, "e_homo_ev": [-18.55, -20.49], "molar_mass_g_mol": 564.2}

---

{"formula": "C4H11NO2", "method": "the ωB97M-V functional and the def2-TZVPD basis", "species": ["C", "N", "C", "C", "O", "O", "C", "H", "H", "H", "H", "H", "H", "H", "H", "H", "H", "H"], "xyz": [[-1.26559, -0.35944, 2.08162], [-0.14426, -0.52091, 1.17721], [-0.23523, 0.14698, -0.18006], [-1.61722, 0.18525, -0.81326], [0.57885, -0.74399, -0.89897], [1.32441, 0.28653, -1.80090], [2.63583, 0.40325, -1.28130], [-2.06120, -1.07977, 1.86659], [-0.94861, -0.52966, 3.11566], [-1.68550, 0.64895, 2.04001], [0.14267, -1.49553, 1.16104], [0.16192, 1.15934, -0.05429], [-2.01698, -0.82324, -0.95379], [-2.32153, 0.76831, -0.21343], [-1.56080, 0.65204, -1.80112], [3.36812, 0.39701, -2.09491], [2.91497, -0.43502, -0.62975], [2.73016, 1.33992, -0.72038]], "forces_ev_per_a": [[-0.2, -0.2, 0.1], [-0.2, 1.0, -0.1], [-1.0, -2.0, 2.3], [-0.2, 0.1, 0.0], [1.9, 2.9, -2.1], [-0.5, -2.2, 0.6], [0.5, 0.0, 0.4], [-0.3, 0.2, 0.1], [0.1, 0.0, -0.1], [0.1, -0.1, -0.1], [0.0, 0.4, -0.6], [0.2, -0.3, -0.3], [0.1, 0.1, 0.1], [0.1, -0.1, 0.0], [0.1, 0.0, 0.1], [-0.3, 0.1, -0.2], [-0.4, 0.2, -0.1], [0.0, -0.1, 0.0]], "relative_energy_kcal_mol": 109.1, "fmax_ev_per_a": 4.11, "spin_multiplicity": 1, "e_tot_ev": -9907.5105, "e_homo_ev": -8.64, "molar_mass_g_mol": 105.1}